Entry 1:
ORCA calculation (wB97M-V/def2-TZVPD) on 2 unconnected molecules or ions with the total composition C12H21N2O4 in a non-equilibrium geometry.

Geometry (Å):
C  -3.54  5.39  -0.93
O  -4.25  4.56  0.06
C  -3.73  3.21  -0.11
C  -4.43  2.13  0.90
C  -3.74  0.68  0.61
C  -2.65  0.24  1.72
C  -1.28  -0.20  0.97
C  -1.52  -1.42  -0.05
C  -1.45  -0.93  -1.61
O  -2.38  -1.28  -2.43
O  -0.34  -0.70  2.02
C  1.00  -0.62  1.50
N  1.99  -0.49  0.77
H  -4.24  6.10  -1.50
H  -2.73  6.01  -0.36
H  -2.94  4.70  -1.65
H  -2.58  3.13  -0.01
H  -3.97  2.84  -1.19
H  -4.33  2.42  2.00
H  -5.55  2.13  0.59
H  -4.52  -0.16  0.44
H  -3.17  0.80  -0.39
H  -2.50  1.14  2.42
H  -3.01  -0.64  2.39
H  -2.54  -1.93  0.17
H  -0.71  -2.26  0.04
H  -0.63  -0.24  -2.02
C  6.99  -3.24  0.52
O  7.87  -4.04  0.22
N  5.92  -2.91  -0.27
C  4.92  -1.95  0.16
C  5.79  -3.54  -1.57
H  7.00  -2.71  1.48
H  3.94  -2.44  0.18
H  4.90  -1.12  -0.56
H  5.15  -1.56  1.15
H  5.72  -4.62  -1.44
H  6.67  -3.31  -2.17
H  4.89  -3.18  -2.08

Properties
- Kohn-Sham gap (eV) = 5.50
- energy above the lowest of the compared OMol25 structures with the same formula, charge and spin (kJ/mol) = 665.0
- net charge = -1
- maximum force (eV/Å) = 7.31
- E_HOMO (eV) = -2.72

=====

Entry 2:
ORCA calculation (wB97M-V/def2-TZVPD) on a molecular structure, C3H2NO3 in a non-equilibrium geometry.

Geometry (Å):
C  0.72  0.66  -2.52
C  -0.98  2.47  0.80
C  -0.57  0.10  -0.48
N  -0.05  0.59  -1.58
O  1.55  0.89  -3.24
O  -1.19  3.58  0.80
O  -0.60  1.38  0.87
H  -1.60  0.13  -0.59
H  0.06  -0.56  0.13

Properties
- Kohn-Sham gap (eV) = 10.57
- energy above the lowest of the compared OMol25 structures with the same formula, charge and spin (kJ/mol) = 52.2
- net charge = +1
- maximum force (eV/Å) = 3.82
- E_HOMO (eV) = -16.79

=====

Entry 3:
ORCA calculation (wB97M-V/def2-TZVPD) on a single C4H6N2 molecule in a non-equilibrium geometry.

Geometry (Å):
C  1.32  -0.61  -0.07
N  0.48  -1.50  -0.18
N  -0.73  -0.82  -0.62
C  -1.48  -0.24  0.46
C  -0.52  0.56  -0.56
C  0.89  0.74  0.12
H  2.27  -0.89  0.15
H  -1.03  -0.69  1.23
H  -2.62  -0.36  0.34
H  -0.96  1.25  -1.37
H  0.98  1.23  1.16
H  1.39  1.33  -0.68

Properties
- Kohn-Sham gap (eV) = 9.79
- energy above the lowest of the compared OMol25 structures with the same formula, charge and spin (kJ/mol) = 415.0
- maximum force (eV/Å) = 5.00
- E_HOMO (eV) = -8.78

=====

Entry 4:
ORCA calculation (wB97M-V/def2-TZVPD) on 2 unconnected molecules or ions with the total composition C24H45ClF2N3O5PSi in a non-equilibrium geometry.

Geometry (Å):
C  1.47  2.66  -1.16
C  1.03  1.72  -1.78
C  0.35  0.40  -2.23
C  -0.88  -0.11  -1.29
C  -1.76  1.23  -1.43
C  -3.30  1.29  -1.22
O  -4.03  0.24  -0.57
C  -0.42  -0.49  0.24
C  -0.65  0.69  1.32
C  -2.05  1.12  1.81
O  -2.34  2.52  1.45
Si  -1.80  3.64  2.62
C  -1.32  5.23  1.62
C  -3.19  4.25  3.81
C  -0.22  3.15  3.57
C  1.18  -0.53  0.50
C  2.14  -1.47  -0.29
N  3.38  -0.67  -0.66
C  3.88  -1.04  -2.00
C  4.72  0.23  -2.53
C  4.38  -0.86  0.39
C  4.18  -0.16  1.82
O  5.37  -1.55  0.29
C  -1.02  -1.96  0.55
C  -0.16  -3.15  1.12
C  0.34  -4.20  0.01
F  1.48  -4.90  0.50
P  -2.58  -2.19  1.65
N  -3.20  -3.67  1.46
C  -1.73  -2.27  -0.86
N  -1.34  -1.35  -2.04
Cl  -2.88  -1.35  -2.92
C  -0.55  -2.21  -2.96
C  -0.46  -1.84  -4.51
O  -1.20  -2.30  -5.35
O  0.62  -1.10  -5.06
H  1.93  3.55  -0.67
H  0.00  0.59  -3.29
H  1.19  -0.33  -2.35
H  -1.58  1.66  -2.47
H  -1.34  2.08  -0.79
H  -3.59  2.25  -0.68
H  -3.81  1.42  -2.24
H  -4.89  0.14  -1.02
H  -0.16  1.60  0.85
H  -0.02  0.53  2.25
H  -2.06  1.16  2.96
H  -2.97  0.55  1.56
H  -0.46  4.99  0.90
H  -2.17  5.57  0.95
H  -0.96  6.06  2.29
H  -3.46  5.32  3.56
H  -2.86  4.27  4.89
H  -4.14  3.65  3.65
H  -0.12  3.89  4.43
H  -0.38  2.14  4.06
H  0.72  3.20  2.97
H  1.35  -0.86  1.58
H  1.63  0.51  0.49
H  2.55  -2.32  0.35
H  1.80  -1.95  -1.24
H  4.54  -1.96  -2.03
H  3.07  -1.19  -2.78
H  5.10  0.87  -1.69
H  5.50  -0.06  -3.29
H  3.96  0.88  -3.09
H  3.57  0.77  1.64
H  5.21  0.03  2.24
H  3.67  -0.92  2.49
H  0.78  -2.87  1.68
H  -0.70  -3.81  1.87
H  -0.46  -4.98  -0.16
H  0.66  -3.71  -0.95
H  -3.66  -1.35  1.22
H  -2.26  -1.88  3.00
H  -3.18  -4.10  2.40
H  -2.78  -1.86  -0.66
H  -1.98  -3.34  -1.06
H  -1.05  -3.22  -3.02
H  0.51  -2.45  -2.68
H  0.33  -0.19  -5.26
F  5.54  -3.36  1.27

Properties
- Kohn-Sham gap (eV) = 2.27
- maximum force (eV/Å) = 4.55
- E_HOMO (eV) = -5.01

=====

Entry 5:
ORCA calculation (wB97M-V/def2-TZVPD) on a single C5H7NO molecule in a non-equilibrium geometry.

Geometry (Å):
C  0.50  0.42  1.65
C  0.15  0.64  0.17
C  1.03  -0.13  -0.78
C  0.61  -1.00  -1.64
N  -1.38  -0.71  -1.12
C  -1.33  0.20  -0.12
O  -2.22  0.71  0.57
H  1.48  0.83  1.92
H  0.48  -0.65  1.89
H  -0.27  0.91  2.25
H  0.21  1.71  -0.07
H  2.11  -0.21  -0.98
H  1.00  -1.68  -2.42
H  -2.34  -1.03  -1.33

Properties
- Kohn-Sham gap (eV) = 9.12
- energy above the lowest of the compared OMol25 structures with the same formula, charge and spin (kJ/mol) = 324.2
- maximum force (eV/Å) = 4.11
- E_HOMO (eV) = -9.14

=====

Entry 6:
ORCA calculation (wB97M-V/def2-TZVPD) on a single C21H21NO6 molecule in a non-equilibrium geometry.

Geometry (Å):
C  -4.10  -0.89  1.41
O  -3.36  0.03  2.19
C  -2.22  0.54  1.62
C  -1.05  0.40  2.34
C  0.16  0.89  1.87
C  0.16  1.48  0.63
C  -1.01  1.68  -0.11
C  -2.25  1.26  0.40
O  -3.48  1.45  -0.13
C  -3.72  2.51  -1.03
C  -0.60  2.31  -1.39
O  -1.22  2.62  -2.36
O  0.75  2.48  -1.35
C  1.33  1.91  -0.20
C  2.26  0.72  -0.61
C  1.44  -0.55  -0.63
C  0.44  -0.66  -1.60
C  -0.42  -1.72  -1.51
C  -0.28  -2.69  -0.51
C  0.74  -2.63  0.40
C  1.61  -1.54  0.33
C  2.78  -1.44  1.26
C  3.88  -0.64  0.59
N  3.40  0.69  0.30
C  4.46  1.57  -0.15
O  -1.27  -3.62  -0.64
C  -2.03  -3.23  -1.77
O  -1.49  -2.04  -2.30
H  -4.47  -0.45  0.48
H  -4.94  -1.20  2.03
H  -3.49  -1.77  1.17
H  -1.11  -0.11  3.29
H  1.07  0.80  2.44
H  -3.26  3.43  -0.69
H  -3.36  2.28  -2.03
H  -4.80  2.63  -1.05
H  1.94  2.67  0.30
H  2.59  0.94  -1.64
H  0.33  0.07  -2.38
H  0.87  -3.40  1.15
H  3.14  -2.44  1.52
H  2.49  -0.95  2.19
H  4.74  -0.54  1.27
H  4.22  -1.16  -0.32
H  4.06  2.56  -0.35
H  5.21  1.65  0.64
H  4.95  1.20  -1.06
H  -1.99  -4.02  -2.53
H  -3.08  -3.06  -1.47

Properties
- Kohn-Sham gap (eV) = 8.48
- energy above the lowest of the compared OMol25 structures with the same formula, charge and spin (kJ/mol) = 284.7
- maximum force (eV/Å) = 1.27
- E_HOMO (eV) = -7.97

=====

Entry 7:
ORCA calculation (wB97M-V/def2-TZVPD) on a molecular structure, C3H3AgFO2 in a non-equilibrium geometry.

Geometry (Å):
C  1.29  0.97  1.64
C  0.48  -0.07  1.57
H  1.20  1.64  2.50
H  1.86  1.33  0.78
H  -0.13  -0.51  2.36
F  0.11  -0.69  0.27
C  -0.94  -1.47  -2.63
O  -0.24  -0.49  -2.94
O  -2.12  -1.39  -2.25
Ag  -1.50  0.69  -1.29

Properties
- expectation value of S² = 0.756
- Kohn-Sham gap (alpha / beta) (eV) = 6.46 / 8.05
- multiplicity = 2
- energy above the lowest of the compared OMol25 structures with the same formula, charge and spin (kJ/mol) = 0.0
- maximum force (eV/Å) = 3.39
- E_HOMO (alpha / beta) (eV) = -7.53 / -9.53